Density functional theory data (ωB97M-V with the def2-TZVPD basis set) for a 14-piece molecular cluster, C56H84N14 overall in a non-equilibrium geometry.

Calculated values
energy relative to the best compared isomer or geometry (same formula, charge and spin): 4.466 eV
maximum force: 5.26 eV/Å
Kohn-Sham gap: 0.2947 Ha
E_HOMO: -7.718 eV
spin multiplicity: 1

Geometry as XYZ:
```
154
Properties=species:S:1:pos:R:3:forces:R:3:lowdin_charge:R:1
N -3.74473 -0.43893 -7.24270 -0.204 -0.946 1.079 -0.0167
N -3.44240 -5.98266 -3.67285 0.120 0.116 -1.474 0.1435
N 4.57977 4.12144 3.34113 -0.606 0.846 5.152 0.1203
N -4.21586 6.15244 -3.84509 -2.973 -1.113 0.921 0.0184
N 1.65749 -5.99641 -7.83488 1.794 1.101 -0.291 -0.0056
N 8.14933 0.70963 -5.22289 -0.673 -0.023 0.306 -0.0055
N 2.30572 -1.01171 6.89358 1.974 -1.912 1.275 0.1284
N 0.71087 -2.58291 -1.32772 0.072 -1.567 -0.830 0.1480
N 9.38286 0.23593 3.80671 -0.058 0.057 -0.332 0.1295
N -0.17730 9.24945 2.91991 -1.256 -0.448 1.108 0.1518
N 1.30167 -7.50973 3.27914 -0.561 0.486 0.197 0.0007
N -9.06186 -0.32005 -3.74829 -2.109 0.520 -0.057 0.1205
N -4.51129 -3.68302 10.17257 -0.193 0.469 -1.388 -0.0036
N 1.66961 7.19158 -3.21481 0.536 -1.365 -0.498 0.0058
C 4.44055 4.31583 4.51354 1.132 -0.724 -5.051 -0.2133
C -2.28284 8.64035 4.28932 -2.753 -0.671 1.141 -0.2090
C -4.21617 -3.25244 7.98860 1.800 1.130 0.914 -0.1401
C 2.89241 -5.31633 -7.57379 -2.331 -1.250 -0.295 -0.0970
C 1.80303 -6.76112 -8.95568 1.305 0.422 0.361 -0.1303
C -3.49960 -6.24930 -1.07692 0.127 -1.891 0.230 -0.1439
C 0.34287 -6.87008 4.05263 1.681 0.294 -0.683 -0.1346
C -3.46013 1.27417 -8.57460 -3.422 0.031 -0.335 -0.1378
C 2.90666 -2.02392 10.38735 1.097 -0.428 -0.667 -0.1042
C 9.20558 0.31805 2.67275 -0.350 0.137 -0.306 -0.2370
C -4.83948 7.29769 -3.37004 2.411 1.129 -0.747 -0.1683
C -11.68318 0.17840 -3.92903 0.521 -0.358 0.598 -0.2038
C 1.64566 5.61339 -4.90993 0.743 2.521 0.836 -0.0943
C 1.30890 7.84229 -4.32434 0.015 -0.513 -2.744 -0.1643
C -3.43413 -6.09954 -2.54223 -0.221 0.107 1.952 -0.2613
C 7.04279 0.51348 -4.44235 -0.179 -1.338 0.993 -0.1268
C -1.09407 8.97498 3.57955 1.836 0.841 -1.837 -0.2526
C -0.84138 -0.04171 0.51853 -2.036 0.306 -0.831 -0.2276
C -6.42990 5.78247 -3.41334 1.760 -2.458 -0.354 -0.1220
C -3.30020 7.79205 3.44304 2.585 0.122 -1.941 -0.2170
C -4.43819 0.53373 -7.91010 1.712 0.207 0.145 -0.1235
C -3.75500 -2.93147 9.29311 -0.618 -0.522 -1.234 -0.1217
C 0.62005 -1.58320 -0.79907 -0.031 0.703 0.479 -0.2566
C -3.92835 -8.72113 -1.57624 -1.592 -1.213 0.482 -0.1474
C 1.97658 5.87126 -3.59748 -0.960 -0.888 1.930 -0.1467
C -2.01076 0.34427 -0.49294 1.411 -0.163 -0.353 -0.0956
C -2.52313 6.57541 2.83366 -1.907 -0.787 1.059 -0.1117
C -11.98294 0.59247 -6.47527 0.311 0.053 -0.238 -0.1018
C -10.20240 -0.08657 -3.81310 0.719 -0.385 -0.566 -0.2050
C -6.15053 7.10486 -3.12352 -0.487 0.232 0.084 -0.1533
C 4.13436 -2.51069 8.08161 -1.108 -1.332 1.274 -0.1724
C 7.00023 -0.86807 -4.11413 -0.530 1.480 -0.296 -0.1156
C -3.19567 -7.78700 -0.68839 1.663 1.928 -1.454 -0.2467
C -5.20143 -4.23439 8.03179 -0.295 0.656 3.049 -0.0930
C 8.73831 -0.47801 -5.42373 0.820 -1.834 -1.063 -0.1733
C 4.23233 -2.33114 9.64303 0.461 1.117 0.249 -0.2521
C 3.09831 -1.71160 7.40427 -1.374 2.070 -0.810 -0.2297
C 9.79466 1.61147 0.61941 1.510 0.691 0.078 -0.2367
C 1.13564 -8.85747 3.40545 -0.556 0.137 -0.117 -0.1348
C 0.52942 -0.32810 -0.11697 -0.662 1.533 0.626 -0.2001
C -2.24983 0.69153 -8.32767 2.730 -0.355 0.150 -0.1535
C 3.78870 -5.76150 -8.53323 0.585 1.649 2.650 -0.1513
C -5.20978 5.13860 -3.80714 -1.103 1.955 -0.024 -0.0915
C 5.31129 4.02690 6.90250 0.490 0.724 0.753 -0.2609
C -5.41398 -4.37899 9.43635 -0.957 -1.441 -1.398 -0.1564
C 8.03846 -1.51624 -4.80334 0.946 1.642 -0.113 -0.1057
C 0.04569 -9.06707 4.25272 2.269 -2.150 -0.906 -0.1213
C 1.38974 6.93411 -5.39867 -1.031 0.813 0.030 -0.1226
C 4.23090 4.53054 5.94692 -0.622 -0.475 0.209 -0.2064
C 11.37965 1.57366 0.74043 -0.901 -0.295 0.028 -0.0929
C -12.19002 1.12544 -5.03238 0.253 -0.583 -0.183 -0.2387
C -0.33619 -7.83778 4.71618 -2.084 1.955 0.664 -0.1539
C 6.55881 4.91815 6.82631 0.197 -1.297 -0.485 -0.1093
C 3.16315 -6.66640 -9.33420 -2.464 -1.688 -1.695 -0.1361
C -2.37242 -0.36516 -7.44045 -1.626 0.958 -1.072 -0.1025
C 9.03729 0.38949 1.19315 1.159 0.736 0.687 -0.1752
H -2.80723 -5.54762 -0.61176 -0.128 -0.091 0.076 0.1080
H 1.27554 7.19261 -6.44104 -0.365 0.082 0.084 0.0799
H 1.27854 -0.25559 0.67149 0.172 -0.203 -0.137 0.1211
H 3.60855 -7.22340 -10.14524 -0.084 0.145 -0.056 0.0879
H 2.24721 -2.88012 10.24543 -0.381 0.250 -0.308 0.0743
H -4.49042 -3.69999 11.18221 0.116 0.198 -0.357 0.1484
H -5.70454 -4.66226 7.17726 -0.205 -0.042 0.405 0.0886
H 1.73189 7.68650 -2.33658 0.241 -0.807 0.070 0.1503
H 2.48562 -1.08297 10.03317 -0.289 -0.168 0.336 0.0690
H 8.49405 1.57301 -5.61765 -0.334 -0.185 0.178 0.1526
H 11.87310 2.54404 0.79486 -0.516 0.290 -0.215 0.0623
H -4.52442 -6.07916 -0.74690 0.022 0.445 -0.096 0.1100
H 6.42046 5.96036 7.11396 -0.241 -0.098 -0.162 0.0764
H -6.93515 7.76767 -2.78969 0.507 0.394 0.034 0.0978
H 3.75677 -3.53305 8.09889 0.014 -0.270 -0.945 0.1093
H -2.20104 5.97092 3.68158 0.593 0.054 0.075 0.0678
H 4.06380 5.59034 6.13928 -0.032 0.060 -0.168 0.1201
H 1.58741 4.68681 -5.46172 0.410 0.097 0.218 0.0934
H 6.41773 1.33515 -4.12524 0.081 -0.134 -0.008 0.0969
H 3.28391 4.01876 6.11834 -0.145 0.027 0.331 0.1163
H 1.76669 -9.52277 2.83488 -0.161 -0.108 0.184 0.1037
H -12.54920 -0.29557 -6.75608 -0.093 -0.312 0.748 0.0691
H 1.97479 -7.04182 2.68916 -0.202 -0.210 0.146 0.1455
H -0.78862 0.78315 1.22910 0.390 -0.143 0.088 0.0994
H 4.63098 -3.18418 10.19212 0.087 -0.655 -0.889 0.0981
H -3.56128 -9.72972 -1.38627 -0.096 -0.129 -0.050 0.0772
H 6.30836 -1.37039 -3.45429 -0.195 0.303 -0.097 0.0845
H 6.89801 4.80670 5.79645 0.402 0.583 -0.038 0.0709
H -12.25056 1.23860 -7.31133 -0.127 0.762 0.489 0.0644
H 9.53398 1.75247 -0.42953 -0.047 -0.295 -0.052 0.0963
H 9.47467 2.54007 1.09208 -0.299 -0.183 0.272 0.1001
H -2.97258 -2.26673 9.62826 -0.126 -0.100 -0.089 0.0949
H -2.02817 -0.35379 -1.32991 -0.353 -0.528 0.265 0.0626
H 8.32513 -2.55704 -4.77261 -0.101 0.143 -0.102 0.0898
H -3.25634 6.00312 -4.12278 -0.276 0.307 0.190 0.1410
H -3.86155 -2.77604 7.08656 0.260 -0.070 0.084 0.0856
H -3.85208 -8.55248 -2.65041 0.166 0.323 0.187 0.0712
H -11.71741 2.08745 -4.83425 -0.042 0.117 -0.497 0.1064
H -1.83637 1.26929 -1.04250 0.329 0.416 0.423 0.0609
H -3.26820 -7.97309 0.38316 -0.282 0.098 -0.170 0.1097
H 9.52740 -0.52536 0.86007 -0.424 -0.109 -0.492 0.1154
H 3.12916 -2.05222 11.45402 -0.086 0.548 0.015 0.0694
H 7.99260 0.47962 0.89546 0.045 -0.443 0.228 0.1144
H 11.70190 1.09524 1.66529 -0.136 -0.345 -0.039 0.0605
H -1.64200 -1.05811 -7.04967 -0.336 0.051 0.053 0.1037
H -1.71024 6.69645 2.11765 -0.200 0.589 0.235 0.0723
H -4.18741 -1.10337 -6.62410 0.131 0.110 -0.106 0.1439
H 4.82754 -5.46969 -8.48790 -0.024 -0.079 -0.372 0.0951
H 7.32635 4.47518 7.46094 0.117 0.188 0.031 0.0709
H -2.91013 9.50054 4.52315 0.710 0.572 0.285 0.1141
H 2.88389 -4.61960 -6.74862 0.482 -0.104 -0.124 0.0960
H 5.57083 2.97393 6.79307 -0.005 0.068 -0.532 0.1125
H 4.98623 4.08884 7.94106 -0.685 0.071 -0.069 0.1022
H -6.22039 -4.89551 9.93566 0.223 -0.280 0.012 0.0973
H 0.79339 -5.93403 -7.31571 0.323 0.287 -0.072 0.1396
H -7.41335 5.38463 -3.21101 0.230 -0.576 -0.349 0.0855
H -2.17757 -8.00131 -1.01340 0.568 0.530 0.665 0.1016
H 0.28309 -5.79179 4.06339 -0.023 -0.154 0.152 0.1058
H -3.81805 2.04149 -9.24506 0.789 0.265 -0.049 0.0909
H -13.24885 1.22233 -4.79238 -0.081 0.215 -0.263 0.1018
H -12.25110 -0.75159 -3.95525 0.455 -0.378 -0.341 0.1124
H -1.32168 1.01216 -8.77727 0.080 -0.030 0.135 0.0907
H -1.21448 -0.92089 1.04384 0.270 -0.020 0.220 0.1009
H -4.97893 -8.70958 -1.28596 -0.319 -0.210 -0.358 0.0772
H -1.14170 -7.54271 5.37232 -0.065 -0.478 0.132 0.0975
H -3.27849 5.90824 2.41845 0.055 0.024 -0.593 0.0618
H 0.90308 -7.16029 -9.39970 0.406 -0.480 -0.092 0.1017
H 9.54142 -0.54357 -6.14284 0.166 -0.047 0.221 0.1036
H 5.06859 -2.49357 7.52035 -0.022 0.175 0.283 0.1148
H -2.99461 0.44914 -0.03561 0.186 -0.335 0.163 0.0658
H -11.97491 0.55371 -2.94815 0.061 0.430 0.021 0.1069
H 0.72375 0.47639 -0.82629 0.249 -0.004 -0.102 0.1216
H 0.99879 8.87677 -4.33430 0.260 -0.056 0.034 0.1043
H -2.02467 8.16884 5.23756 0.025 -0.136 -0.007 0.1163
H 5.02660 -1.60890 9.83171 -0.372 0.617 0.176 0.0952
H 11.81675 1.06769 -0.12040 -0.005 -0.242 0.144 0.0625
H -4.25780 8.20675 -3.32939 -0.055 -0.001 0.114 0.1015
H 2.19209 5.14863 -2.82433 0.124 0.110 0.060 0.0947
H -5.01332 4.13688 -4.15976 0.014 0.124 0.126 0.0902
H -10.93758 0.35821 -6.67636 0.142 -0.079 0.285 0.0678
H -5.50022 0.70396 -7.81256 0.144 -0.291 0.025 0.1047
H -0.24846 -10.07267 4.51473 -0.311 0.242 0.218 0.0916
H -4.27361 7.51746 3.84947 0.523 -0.047 0.763 0.1074
H -3.53955 8.48851 2.63946 -0.213 -0.117 -0.305 0.0987
```
Positions in Å, forces in eV/Å.